The following is a quantum chemistry calculation of 3 unconnected molecules or ions with the total composition C17H44ClN2O2P2S in a non-equilibrium geometry, from the OMol25 dataset.

Cartesian coordinates (Å):
H 2.6498 -4.6148 -0.1941
S -2.5371 -6.6416 -2.8729
C -3.8016 1.2300 4.2737
H -2.4732 3.4107 4.5973
H 0.8392 -6.1558 -3.2348
H -1.8942 1.4585 1.5294
C 1.9616 1.6289 -0.3889
H -0.4264 2.9357 2.3826
C 0.2002 -3.1706 -1.8558
N 1.6007 3.7769 -1.7282
H 1.5718 4.8549 0.0412
H -1.7863 4.0671 2.2775
H 0.4156 2.0595 -1.8158
C 3.7356 2.9616 -2.8770
H 3.3498 5.9649 -2.1775
C 2.5767 6.0372 -1.4102
H -4.5588 0.6816 3.7063
C 1.0148 2.6073 -1.0840
C -1.1180 3.5467 2.9656
H -1.5135 -0.8728 3.4496
P -1.4269 -5.2123 -3.6951
H 0.9383 -2.4634 -2.2663
P 0.5329 -4.8600 -2.6823
H -2.1011 -2.9141 -0.0302
H 4.2330 3.0667 -3.8447
C -2.2933 -3.1525 -1.0848
H 3.1692 4.2504 -0.3745
C -3.2700 0.3298 5.3912
C 2.3135 3.5218 -2.9689
H -0.5254 4.2976 3.4922
C -1.1401 -0.0449 2.8482
C -2.2676 0.8746 2.3757
H 2.5242 1.0320 -1.1053
H 1.3820 0.9287 0.2169
H 1.7108 2.8569 -3.5926
H -1.4749 -2.2671 -2.9494
H -3.0651 0.2621 1.9482
H 2.9483 6.7112 -0.6357
H 1.1538 -7.1157 -0.2485
C -1.9059 2.7165 3.9699
H -2.9601 -0.6439 5.0146
C -1.1744 -2.5067 -1.9242
H -2.4326 0.7817 5.9245
H -2.3484 -4.2455 -1.1750
C 2.2503 4.6814 -0.7988
H 2.6643 2.1325 0.2780
N -2.8405 1.8008 3.3431
C 2.4428 -5.4111 -0.9295
H -4.3451 2.0610 4.7379
H 1.6885 6.4909 -1.8533
H -0.3810 0.4881 3.4250
H 3.7422 1.9018 -2.6287
H -2.1813 -4.0607 -4.0304
H 0.9899 -4.1771 -3.8916
H -4.0620 0.1487 6.1230
H -1.2005 2.1980 4.6359
H 3.2559 -6.1378 -1.0315
H 0.2918 2.9641 -0.3415
O -0.0407 -5.6687 -1.2290
H 4.3442 3.4931 -2.1429
H -0.6388 -0.4797 1.9803
Cl -0.9679 -0.7975 -1.1895
H 0.4739 -3.2684 -0.7909
H -3.2583 -2.7036 -1.3543
H -1.0511 -5.7708 -4.9631
H 0.9267 -5.5812 0.5595
O 2.1589 -4.7002 -2.1164
C 1.0552 -6.0327 -0.4456
H 2.3554 4.4590 -3.5336

As for the gap between HOMO and LUMO: 6.72 eV. As for the charge: -1. As for the spin multiplicity: 1. The calculated total energy comes out at -2475.18112 Ha.